An isolated molecule of C2H6O, computed with ωB97M-V/def2-TZVPD.

```
9
Properties=species:S:1:pos:R:3:mulliken_charge:R:1
C -0.983 -0.511 0.092 -0.60
C 0.781 1.147 0.158 -0.73
O 0.480 -0.470 0.218 -0.30
H -1.382 0.026 0.951 0.33
H -1.351 -0.032 -0.824 0.28
H -1.248 -1.566 0.115 0.29
H 1.729 1.148 0.698 0.19
H 1.053 1.232 -0.913 0.14
H 0.921 -0.974 -0.494 0.39
```

## Properties
electronic energy	-4214.2410	eV
HOMO-LUMO gap	0.288	hartree
HOMO level	-7.37	eV
relative energy (zero: lowest compared OMol25 entry of this formula, charge and spin)	97.5	kcal/mol